C30H30FeN4O7 as an isolated structure. Source: the OMol25 dataset; level of theory: ωB97M-V/def2-TZVPD.

```
72
C30H30FeN4O7, DFT ωB97M-V/def2-TZVPD
Fe 0.662 0.214 1.227
C 0.652 -0.059 5.498
C -0.217 -0.150 4.254
C -1.693 -0.112 4.589
O 0.087 0.953 3.371
C 0.111 -1.492 3.535
O -0.299 -2.531 4.024
O 0.793 -1.372 2.440
H 0.466 0.886 6.015
H 1.712 -0.121 5.235
H 0.413 -0.884 6.169
H -1.912 0.685 5.304
H -1.975 -1.071 5.016
H -2.277 0.059 3.681
H 1.073 0.994 3.335
C 3.099 6.306 -0.943
O 3.311 5.417 -2.027
C 2.827 4.163 -1.903
C 3.076 3.315 -3.002
C 2.660 2.018 -2.935
C 2.006 1.490 -1.799
C 1.731 0.082 -1.680
C 1.659 -0.802 -2.900
O 1.549 -0.465 -0.586
C 1.671 2.369 -0.725
O 0.950 2.028 0.287
C 2.134 3.709 -0.807
H 3.504 7.264 -1.253
H 3.620 5.963 -0.045
H 2.034 6.417 -0.721
H 3.607 3.706 -3.861
H 2.876 1.369 -3.773
H 2.464 -0.619 -3.609
H 0.708 -0.620 -3.409
H 1.695 -1.840 -2.579
H 1.890 4.359 0.024
O 2.632 1.045 2.361
N 2.992 2.318 2.387
C 2.102 3.308 2.614
C 2.512 4.623 2.655
C 3.844 4.943 2.468
C 4.741 3.913 2.233
C 4.290 2.613 2.196
H 1.079 2.995 2.733
H 1.774 5.392 2.836
H 4.176 5.973 2.487
H 5.795 4.105 2.096
H 4.925 1.760 2.012
N -3.105 -4.893 -2.338
C -4.100 -5.472 -3.098
C -4.249 -6.744 -3.646
C -5.406 -6.977 -4.362
C -6.380 -5.976 -4.529
C -6.220 -4.717 -3.987
C -5.056 -4.462 -3.261
N -4.643 -3.308 -2.614
C -3.493 -3.602 -2.081
C -2.689 -2.671 -1.277
C -3.033 -1.327 -1.227
C -2.265 -0.468 -0.472
N -1.197 -0.853 0.232
C -0.866 -2.154 0.190
C -1.582 -3.082 -0.544
H -2.253 -5.332 -2.043
H -3.500 -7.516 -3.511
H -5.570 -7.951 -4.806
H -7.270 -6.203 -5.102
H -6.968 -3.943 -4.111
H -3.897 -0.974 -1.773
H -2.510 0.587 -0.429
H -0.012 -2.459 0.781
H -1.269 -4.119 -0.513
```

Expectation value of S²: 6.01
E_HOMO (spin up / spin down), eV: -7.80 / -7.87
DFT total energy, eV: -86278.4614
Energy relative to the best compared isomer or geometry (same formula, charge and spin), kJ/mol: 46.3
Orbital gap (spin up / spin down), eV: 7.72 / 7.76
2S+1: 5
LUMO (spin up / spin down), eV: -0.09 / -0.11

Table of Mulliken atomic charges, one value per atom, all in e: Fe 1.755; C -1.843; C 2.031; C -1.778; O -0.507; C 0.167; O -0.720; O -0.659; H 0.386; H 0.403; H 0.434; H 0.397; H 0.410; H 0.341; H 0.065; C -0.512; O -0.470; C 1.031; C -1.066; C -0.685; C -0.060; C 0.890; C -1.427; O -0.585; C -0.129; O -0.974; C 0.113; H 0.279; H 0.088; H 0.305; H 0.445; H 0.209; H 0.463; H 0.289; H 0.351; H 0.368; O -0.815; N 0.626; C -0.185; C -1.013; C -0.170; C -0.729; C -0.162; H 0.715; H 0.405; H 0.510; H 0.421; H 0.455; N 0.009; C 0.716; C -1.023; C -0.404; C -0.485; C -0.711; C 0.555; N -0.660; C -0.075; C 1.139; C -0.492; C -0.824; N 0.085; C -0.344; C -0.969; H 0.169; H 0.374; H 0.377; H 0.375; H 0.427; H 0.506; H 0.521; H 0.580; H 0.293

***

An isolated ion of composition C26H38O2P and charge +1. Source: the OMol25 dataset; level of theory: ωB97M-V/def2-TZVPD.

```
67
C26H38O2P, DFT ωB97M-V/def2-TZVPD
C -1.633 -2.368 -3.809
C -1.025 -2.177 -2.400
C -2.115 -2.239 -1.341
P 0.158 -0.777 -2.085
C 1.409 -1.303 -3.423
C 1.988 -2.687 -3.157
C 2.564 -0.309 -3.639
C -0.731 0.577 -3.053
C -0.095 1.954 -2.875
C -2.223 0.729 -2.773
H -2.374 -3.185 -3.757
H -2.146 -1.473 -4.170
H -0.892 -2.656 -4.567
H -0.365 -3.042 -2.243
H -2.566 -3.243 -1.345
H -1.671 -2.073 -0.360
H -2.914 -1.499 -1.489
H 0.822 -1.336 -4.359
H 2.834 -2.840 -3.834
H 2.379 -2.759 -2.138
H 1.258 -3.484 -3.325
H 3.354 -0.824 -4.218
H 2.264 0.596 -4.199
H 3.003 -0.025 -2.669
H -0.584 0.261 -4.098
H -0.607 2.653 -3.557
H -0.278 2.333 -1.849
H 0.979 1.962 -3.118
H -2.516 1.710 -3.167
H -2.840 -0.033 -3.253
H -2.423 0.750 -1.695
C -4.004 2.104 6.974
O -4.485 0.971 6.198
C -3.731 0.588 5.133
C -4.290 -0.359 4.242
C -3.639 -0.679 3.076
C -2.374 -0.126 2.747
C -1.736 -0.494 1.494
C -0.389 -0.357 1.216
C 0.256 0.051 -0.040
C 1.698 0.399 0.134
C 2.283 1.408 -0.658
C 3.559 1.875 -0.435
C 4.357 1.274 0.562
O 5.548 1.877 0.816
C 6.337 1.442 1.945
C 3.823 0.194 1.319
C 2.525 -0.253 1.072
C -1.811 0.804 3.665
C -2.459 1.142 4.845
H -4.793 2.251 7.711
H -3.045 1.877 7.472
H -3.881 3.012 6.355
H -5.248 -0.811 4.481
H -4.069 -1.406 2.386
H -2.394 -0.942 0.743
H 0.282 -0.424 2.084
H -0.323 0.868 -0.527
H 1.709 1.905 -1.438
H 3.903 2.786 -0.919
H 7.284 1.948 1.777
H 5.900 1.758 2.901
H 6.472 0.357 1.939
H 4.444 -0.225 2.119
H 2.167 -1.133 1.597
H -0.856 1.270 3.423
H -2.038 1.858 5.556
```

E_HOMO, eV: -10.45
DFT total energy, eV: -40953.5330
Energy relative to the best compared isomer or geometry (same formula, charge and spin), kJ/mol: 106.9
Net charge: +1
Orbital gap, eV: 6.65
2S+1: 1
LUMO, eV: -3.80

Table of Mulliken atomic charges, one value per atom, all in e: C -1.594; C 0.242; C -1.577; P 1.220; C 0.435; C -1.581; C -1.336; C 0.434; C -1.769; C -1.534; H 0.459; H 0.218; H 0.342; H 0.534; H 0.523; H 0.322; H 0.227; H 0.385; H 0.497; H 0.348; H 0.267; H 0.493; H 0.242; H 0.239; H 0.600; H 0.558; H 0.395; H 0.237; H 0.512; H 0.325; H 0.206; C -0.815; O -0.427; C 0.868; C -0.641; C -0.545; C -0.072; C 0.245; C -0.817; C 0.935; C 0.001; C -0.089; C -0.860; C 0.902; O -0.427; C -0.808; C -0.862; C -0.882; C -0.609; C -0.556; H 0.250; H 0.331; H 0.363; H 0.413; H 0.363; H 0.094; H 0.560; H -0.083; H 0.276; H 0.428; H 0.263; H 0.338; H 0.328; H 0.310; H 0.544; H 0.471; H 0.344

***

C16H14IrO2S6 as an isolated structure. Source: the OMol25 dataset; level of theory: ωB97M-V/def2-TZVPD.

```
39
C16H14IrO2S6, DFT ωB97M-V/def2-TZVPD
Ir 0.741 -1.018 -1.672
S 2.501 -5.441 -7.023
C 2.084 -4.440 -5.820
S 3.246 -3.569 -4.858
C 2.148 -2.752 -3.833
C 0.775 -3.013 -4.068
S -0.518 -2.322 -3.217
S 0.442 -4.122 -5.345
S 2.772 -1.678 -2.652
O 0.487 -1.139 0.460
S -0.740 -0.792 1.315
C -0.059 -0.603 2.945
C -0.949 -0.369 3.985
C -0.446 -0.212 5.265
C 0.923 -0.303 5.489
C 1.793 -0.555 4.439
C 1.307 -0.710 3.148
C -1.094 0.904 0.919
C -2.339 1.182 0.376
C -2.622 2.481 -0.034
C -1.659 3.469 0.095
C -0.410 3.176 0.644
C -0.122 1.890 1.066
H -2.015 -0.311 3.800
H -1.123 -0.027 6.087
H 1.310 -0.185 6.492
H 2.856 -0.638 4.622
H 1.967 -0.922 2.319
H -3.077 0.396 0.270
H -3.592 2.714 -0.452
H -1.879 4.480 -0.221
H 0.330 3.958 0.753
H 0.840 1.648 1.502
C -0.830 1.436 -3.138
O 0.119 1.140 -2.095
H -0.778 2.494 -3.388
H -1.839 1.169 -2.826
H -0.545 0.843 -4.002
H -0.005 1.741 -1.348
```

Expectation value of S²: 6.04
E_HOMO (spin up / spin down), eV: -10.40 / -11.33
DFT total energy, eV: -88755.6175
Energy relative to the best compared isomer or geometry (same formula, charge and spin), kJ/mol: 7.3
Net charge: +1
Orbital gap (spin up / spin down), eV: 7.36 / 5.89
2S+1: 5
LUMO (spin up / spin down), eV: -3.04 / -5.44

Table of Mulliken atomic charges, one value per atom, all in e: Ir 1.324; S -0.102; C 0.136; S 0.000; C 0.163; C 0.230; S -0.393; S -0.009; S -0.288; O -0.742; S 0.236; C 0.366; C -0.426; C -0.610; C -0.431; C -0.623; C -0.090; C 0.555; C -0.192; C -0.646; C -0.387; C -0.641; C -0.617; H 0.389; H 0.392; H 0.404; H 0.402; H 0.444; H 0.445; H 0.432; H 0.427; H 0.409; H 0.409; C -0.636; O -0.521; H 0.326; H 0.289; H 0.306; H 0.274

***

One molecule with the formula C4H8ClNO. Source: the OMol25 dataset; level of theory: ωB97M-V/def2-TZVPD.

```
15
C4H8ClNO, DFT ωB97M-V/def2-TZVPD
C -0.168 -0.480 -0.439
C 0.406 -0.564 0.875
C 1.345 0.605 0.471
C 0.215 1.002 -0.598
H -1.820 -2.039 -0.151
H -2.084 -0.459 -1.245
H 0.411 -1.119 -1.076
H -0.249 -0.195 1.673
H 0.664 -1.664 1.177
H 1.648 1.363 1.226
H 0.439 1.276 -1.690
H -1.455 1.404 0.271
N -1.627 -0.809 -0.278
O -0.593 1.768 0.089
Cl 2.869 -0.088 -0.304
```

E_HOMO, eV: -9.84
DFT total energy, eV: -20334.8953
Energy relative to the best compared isomer or geometry (same formula, charge and spin), kJ/mol: 275.5
Orbital gap, eV: 10.47
2S+1: 1
LUMO, eV: 0.62

Table of Mulliken atomic charges, one value per atom, all in e: C -0.216; C -0.697; C -0.090; C -0.021; H 0.308; H 0.255; H 0.324; H 0.258; H 0.316; H 0.373; H 0.275; H 0.384; N -0.704; O -0.518; Cl -0.246

***

C15H6Cl6O5PdS2 as an isolated structure. Source: the OMol25 dataset; level of theory: ωB97M-V/def2-TZVPD.

```
35
C15H6Cl6O5PdS2, DFT ωB97M-V/def2-TZVPD
Pd 0.667 0.206 -1.526
Cl 4.097 5.957 -2.338
C 3.686 4.285 -2.126
C 4.683 3.329 -2.029
Cl 6.351 3.796 -2.120
C 4.340 1.981 -1.858
Cl 5.565 0.763 -1.756
C 3.009 1.575 -1.776
O 2.644 0.326 -1.637
C 1.980 2.563 -1.876
O 0.735 2.158 -1.815
C 2.341 3.898 -2.053
Cl 1.074 5.068 -2.192
Cl -5.006 -3.858 0.480
C -3.878 -2.683 -0.138
C -4.371 -1.458 -0.590
C -3.498 -0.517 -1.067
Cl -4.127 1.001 -1.633
C -2.087 -0.711 -1.118
O -1.358 0.232 -1.562
C -1.632 -1.991 -0.672
C -0.268 -2.407 -0.743
O 0.717 -1.819 -1.201
C -2.539 -2.943 -0.171
H -5.431 -1.250 -0.557
H -0.090 -3.431 -0.388
H -2.150 -3.879 0.203
C -0.890 -1.215 5.360
O -0.362 -0.569 4.219
C -0.390 -1.205 3.009
S -1.030 -2.771 2.926
S 0.281 -0.322 1.762
H -0.748 -0.512 6.182
H -0.367 -2.152 5.566
H -1.949 -1.445 5.234
```

E_HOMO, eV: -1.77
DFT total energy, eV: -126177.3229
Energy relative to the best compared isomer or geometry (same formula, charge and spin), kJ/mol: 0.0
Net charge: -2
Orbital gap, eV: 6.00
2S+1: 1
LUMO, eV: 4.24

Table of Mulliken atomic charges, one value per atom, all in e: Pd 0.717; Cl -0.248; C 0.215; C 0.167; Cl -0.249; C 0.072; Cl -0.231; C 0.551; O -0.940; C 0.473; O -0.994; C 0.047; Cl -0.230; Cl -0.297; C 0.350; C -0.675; C 0.306; Cl -0.233; C 0.704; O -0.801; C 0.563; C 0.057; O -0.637; C -0.905; H 0.407; H 0.341; H 0.309; C -0.719; O -0.268; C 0.036; S -0.488; S -0.208; H 0.220; H 0.297; H 0.293

***

A 2-piece molecular cluster, C5H8O overall. Source: the OMol25 dataset; level of theory: ωB97M-V/def2-TZVPD.

```
14
C5H8O, DFT ωB97M-V/def2-TZVPD
C -1.291 1.045 -0.095
C -1.008 -0.396 0.320
C 0.067 -0.560 1.364
O 0.716 -1.567 1.554
C 1.792 -0.597 -0.764
C 2.214 0.099 -1.653
H -1.365 1.700 0.781
H -2.242 1.107 -0.634
H -0.501 1.429 -0.748
H -0.837 -1.048 -0.544
H -1.877 -0.803 0.858
H 0.196 0.298 2.046
H 1.480 -1.329 -0.008
H 2.655 0.620 -2.476
```

E_HOMO, eV: -10.19
DFT total energy, eV: -7359.1354
Energy relative to the best compared isomer or geometry (same formula, charge and spin), kJ/mol: 301.0
Orbital gap, eV: 10.98
2S+1: 1
LUMO, eV: 0.79

Table of Mulliken atomic charges, one value per atom, all in e: C -1.002; C -0.247; C -0.153; O -0.526; C -0.580; C -0.481; H 0.327; H 0.312; H 0.227; H 0.364; H 0.331; H 0.339; H 0.710; H 0.377